Record 1
Entry from the OMol25 dataset: a cluster of 3 separate species, C23H28Cl2FIN2O3 in total (ωB97M-V with the def2-TZVPD basis set).

Summary:
SMILES: C/C(Cl)=C(/Cl)[C@@](F)(OCI)[C@H](N=C=O)NCCCCO.c1ccccc1.c1ccccc1
E_HOMO, eV: -9.30
Multiplicity: 1
Lowest unoccupied orbital energy, eV: 0.32
Largest force on an atom, eV/Å: 0.81
Calculated total energy, hartree: -2546.33697
Frontier orbital gap, eV: 9.6

Element x y z (Å)
C1 -0.0521 -2.2540 0.2218
C2 -0.6639 -2.3975 -1.1450
Cl1 -1.7704 -3.7182 -1.2373
C3 -0.4284 -1.6570 -2.2349
Cl2 -1.1474 -2.0422 -3.7524
C4 0.5351 -0.4644 -2.3250
F1 1.5919 -0.7365 -1.5032
O1 1.1176 -0.4104 -3.6009
C5 0.5499 0.2666 -4.6712
I1 1.5255 2.1023 -5.2288
C6 -0.0561 0.8851 -1.8621
N1 1.1005 1.8032 -1.8481
C7 0.9256 3.0026 -1.9768
O2 0.8180 4.1535 -1.9811
N2 -0.6599 0.7866 -0.5563
C8 -1.8794 1.5676 -0.3030
C9 -3.2110 0.8376 -0.4963
C10 -3.8573 0.9541 -1.8885
C11 -4.4943 -0.3177 -2.4209
O3 -5.8230 -0.3598 -1.9017
H1 1.0180 -2.0767 0.1649
H2 -0.2027 -3.1789 0.7764
H3 -0.5363 -1.4514 0.7813
H4 -0.5031 0.4944 -4.5341
H5 0.6755 -0.3502 -5.5556
H6 -0.8066 1.2382 -2.5722
H7 0.0446 1.0442 0.1206
H8 -1.8872 2.4913 -0.9007
H9 -1.8179 1.8925 0.7367
H10 -3.9008 1.2763 0.2291
H11 -3.1040 -0.2127 -0.2133
H12 -4.6730 1.6788 -1.8256
H13 -3.1469 1.3424 -2.6242
H14 -3.9296 -1.1951 -2.0966
H15 -4.5043 -0.3270 -3.5158
H16 -6.1413 -1.2625 -1.9314
C12 5.9991 4.2911 0.9292
C13 4.6835 4.4086 1.3545
C14 3.6964 3.6247 0.7732
C15 4.0205 2.7244 -0.2328
C16 5.3370 2.6118 -0.6593
C17 6.3255 3.3934 -0.0783
H17 6.7707 4.8999 1.3826
H18 4.4280 5.1114 2.1371
H19 2.6695 3.7187 1.1057
H20 3.2464 2.1181 -0.6848
H21 5.5899 1.9134 -1.4467
H22 7.3517 3.3044 -0.4111
C18 -0.3409 -2.9169 4.0459
C19 0.4748 -3.6262 4.9161
C20 -0.0905 -4.4801 5.8528
C21 -1.4695 -4.6234 5.9187
C22 -2.2847 -3.9123 5.0493
C23 -1.7199 -3.0584 4.1122
H23 0.0992 -2.2519 3.3133
H24 1.5500 -3.5135 4.8644
H25 0.5442 -5.0348 6.5317
H26 -1.9095 -5.2909 6.6483
H27 -3.3600 -4.0229 5.1024
H28 -2.3554 -2.5041 3.4329

Record 2
Entry from the OMol25 dataset: a structure of composition C40H34LuN9OS4 at a distorted geometry (ωB97M-V with the def2-TZVPD basis set).

Summary:
E_HOMO, eV: -4.48
Multiplicity: 1
Lowest unoccupied orbital energy, eV: -0.97
Largest force on an atom, eV/Å: 2.69
Calculated total energy, hartree: -4940.97946
Frontier orbital gap, eV: 3.5

Element x y z (Å)
Lu1 0.2285 -0.1511 0.1538
C1 -3.8778 -2.3389 0.2106
C2 -2.6532 -1.4867 0.4259
N1 -1.5813 -1.4832 -0.4200
N2 -1.6238 -2.2419 -1.5476
C3 -0.7887 -2.0764 -2.5799
N3 -0.8613 -2.9937 -3.6055
S1 0.3770 -0.8500 -2.6448
C4 -2.5515 -0.6730 1.5662
C5 -3.5105 -0.6962 2.6214
C6 -3.3053 0.0256 3.7580
C7 -2.1430 0.8139 3.8722
C8 -1.2746 0.8450 2.8082
N4 -1.4365 0.1545 1.6725
H1 -3.9846 -2.6739 -0.8193
H2 -4.7720 -1.7665 0.4462
H3 -3.8558 -3.2219 0.8518
H4 -2.2999 -3.0038 -1.6003
H5 -1.7468 -3.4574 -3.7577
H6 -0.3948 -2.6783 -4.4415
H7 -4.3830 -1.3243 2.5264
H8 -4.0118 -0.0185 4.5756
H9 -1.9385 1.3839 4.7630
H10 -0.3786 1.4631 2.8612
C9 1.9405 4.2202 0.8755
C10 0.9368 3.1699 0.4957
N5 1.2007 1.8794 0.7159
N6 2.2942 1.7335 1.5390
C11 2.4937 0.6872 2.2509
S2 1.6248 -0.7869 2.3746
S3 3.8469 0.8529 3.4091
C12 5.2924 0.7065 2.2758
C13 5.6205 1.9918 1.6012
C14 6.4428 2.9208 2.2309
C15 6.7825 4.1029 1.5990
C16 6.2843 4.3770 0.3356
C17 5.4246 3.4815 -0.2777
C18 5.0957 2.2917 0.3500
C19 -0.3656 3.5899 0.0584
C20 -0.7992 4.9133 0.3166
C21 -2.0873 5.3250 0.0766
C22 -3.0400 4.4268 -0.3966
C23 -2.6441 3.1401 -0.7133
C24 -1.3346 2.7402 -0.5240
O1 -0.9477 1.4988 -1.0938
H11 2.9272 3.7708 0.9589
H12 1.7023 4.6623 1.8416
H13 1.9557 5.0074 0.1255
H14 5.0395 -0.0829 1.5692
H15 6.0998 0.3824 2.9326
H16 6.8276 2.7033 3.2168
H17 7.4421 4.8090 2.0840
H18 6.5715 5.2879 -0.1697
H19 5.0225 3.7119 -1.2539
H20 4.4410 1.5818 -0.1350
H21 -0.0942 5.6165 0.7285
H22 -2.3630 6.3519 0.2720
H23 -4.0626 4.7356 -0.5439
H24 -3.3434 2.4353 -1.1407
N7 -2.9521 3.5065 -9.8949
C25 -2.6952 3.1941 -8.8205
C26 -2.4017 2.8250 -7.4912
C27 -2.7837 1.5678 -7.0097
C28 -2.5244 1.2165 -5.7037
C29 -1.8686 2.1114 -4.8521
C30 -1.4905 3.3702 -5.3397
C31 -1.7492 3.7250 -6.6417
C32 -1.5915 1.8142 -3.5042
C33 -1.2139 1.5423 -2.3889
H25 -3.2815 0.8812 -7.6789
H26 -2.8267 0.2506 -5.3273
H27 -0.9970 4.0574 -4.6706
H28 -1.4464 4.6919 -7.0157
N8 0.4683 -3.6464 0.8293
C34 1.5545 -3.2984 0.1044
N9 1.8141 -2.0972 -0.3081
C35 2.9916 -2.0544 -1.0227
C36 3.5689 -0.9149 -1.5697
C37 4.7731 -1.0293 -2.2337
C38 5.3984 -2.2638 -2.3778
C39 4.8347 -3.4133 -1.8553
C40 3.6396 -3.2926 -1.1710
S4 2.7073 -4.5359 -0.3742
H29 0.0249 -2.8976 1.3560
H30 0.5234 -4.5320 1.3080
H31 3.0544 0.0345 -1.4707
H32 5.2506 -0.1519 -2.6383
H33 6.3359 -2.3276 -2.9076
H34 5.3123 -4.3757 -1.9672

Record 3
Entry from the OMol25 dataset: a cluster of 2 separate species, C2HBrCl4 in total at a distorted geometry (ωB97M-V with the def2-TZVPD basis set).

Summary:
E_HOMO (alpha / beta), eV: -9.25 / -8.21
Multiplicity: 1
Energy above the lowest of the compared OMol25 structures with the same formula, charge and spin, kJ/mol: 199.6
Lowest unoccupied orbital energy (alpha / beta), eV: -0.26 / -1.57
Largest force on an atom, eV/Å: 2.15
Calculated total energy, hartree: -4491.45755
Frontier orbital gap (alpha / beta), eV: 9.0 / 6.6

Element x y z (Å)
C1 1.3598 0.9905 0.5125
C2 -1.0941 -0.5337 -0.4794
Cl1 0.7751 0.8543 2.0471
Cl2 2.3523 -0.2358 -0.1192
Cl3 -2.2829 -0.4846 0.7984
Cl4 -1.7513 0.0207 -1.9846
Br1 -0.2529 -2.3126 -0.5653
H1 0.8939 1.7013 -0.2096

Record 4
Entry from the OMol25 dataset: a structure of composition C15H41AlCl2N2O6Si4Te (ωB97M-V with the def2-TZVPD basis set).

Summary:
E_HOMO, eV: -7.65
Multiplicity: 1
Energy above the lowest of the compared OMol25 structures with the same formula, charge and spin, kJ/mol: 29.2
Lowest unoccupied orbital energy, eV: 0.21
Largest force on an atom, eV/Å: 0.69
Calculated total energy, hartree: -3745.97037
Frontier orbital gap, eV: 7.9

Element x y z (Å)
Al1 2.1445 -1.8810 -0.2365
O1 4.6346 -1.1822 -2.8993
Cl1 4.1383 -2.1383 -1.9824
O2 4.0910 -1.5541 -0.5925
O3 4.8807 -3.3489 -1.9739
O4 2.6870 -2.4003 -2.2064
N1 2.4989 -1.4720 1.7046
C1 1.3789 -1.0530 2.5826
C2 0.5198 -2.2306 3.0476
C3 -0.6733 -2.6062 2.1642
C4 -0.3805 -3.3254 0.8570
N2 0.1846 -2.4002 -0.1630
H1 2.9394 -2.3226 2.0845
H2 3.2051 -0.7392 1.6965
H3 0.7807 -0.3227 2.0309
H4 1.7856 -0.5424 3.4555
H5 0.1193 -1.9679 4.0283
H6 1.1589 -3.1052 3.2013
H7 -1.2657 -1.7098 1.9490
H8 -1.3224 -3.2656 2.7437
H9 -1.3099 -3.7484 0.4729
H10 0.3254 -4.1392 1.0033
H11 -0.3823 -1.5548 -0.2123
H12 0.1013 -2.8284 -1.0869
Cl2 3.8300 -7.0543 1.4019
C5 3.4713 -5.7692 0.2357
C6 3.1237 -4.4439 0.8828
O5 3.4318 -4.1618 2.0308
O6 2.5002 -3.6567 0.0667
H13 2.6552 -6.0903 -0.4030
H14 4.3506 -5.6082 -0.3854
C7 -3.9112 1.7184 -1.7035
Si1 -2.4588 0.5321 -1.7512
C8 -2.0379 0.1378 -3.5300
C9 -3.0898 -1.0663 -0.9760
Si2 -0.6549 1.5597 -0.6494
Te1 1.6245 0.5587 -1.0658
Si3 -0.2026 3.6197 -1.7176
C10 -1.6271 4.8421 -1.7692
C11 1.2161 4.4379 -0.8107
C12 0.3045 3.2762 -3.4859
Si4 -1.1251 1.9905 1.6159
C13 -2.0460 0.6379 2.5563
C14 0.4803 2.3409 2.5179
C15 -2.2167 3.5143 1.7188
H15 -4.7549 1.3065 -2.2645
H16 -3.6535 2.6825 -2.1436
H17 -4.2468 1.9017 -0.6785
H18 -2.8771 -0.3756 -4.0080
H19 -1.1535 -0.5015 -3.6037
H20 -1.8270 1.0458 -4.0987
H21 -4.0429 -1.3232 -1.4475
H22 -3.2703 -0.9693 0.0973
H23 -2.4220 -1.9155 -1.1370
H24 -1.9550 5.1462 -0.7747
H25 -2.4948 4.4463 -2.2991
H26 -1.2953 5.7387 -2.3013
H27 0.9258 4.7202 0.2056
H28 1.5273 5.3445 -1.3377
H29 2.0763 3.7691 -0.7388
H30 -0.5409 2.9217 -4.0804
H31 1.0919 2.5204 -3.5348
H32 0.6791 4.1938 -3.9490
H33 -1.3697 -0.0853 3.0164
H34 -2.7548 0.0900 1.9308
H35 -2.6190 1.1092 3.3595
H36 1.2618 1.6328 2.2283
H37 0.3395 2.2839 3.6012
H38 0.8503 3.3408 2.2758
H39 -3.1375 3.3913 1.1410
H40 -1.7013 4.3965 1.3356
H41 -2.4941 3.7117 2.7582

Record 5
Entry from the OMol25 dataset: a cluster of 2 separate species, C3H10NO2 in total at a distorted geometry (ωB97M-V with the def2-TZVPD basis set).

Summary:
E_HOMO, eV: -3.12
Multiplicity: 1
Energy above the lowest of the compared OMol25 structures with the same formula, charge and spin, kJ/mol: 60.4
Lowest unoccupied orbital energy, eV: 4.21
Largest force on an atom, eV/Å: 1.85
Net charge: -1
Calculated total energy, hartree: -325.53167
Frontier orbital gap, eV: 7.3

Element x y z (Å)
C1 -0.1687 1.2833 -0.9102
C2 -1.1067 0.1869 -0.3739
C3 -0.3981 -0.8249 0.5456
O1 0.2228 -1.7711 -0.2169
N1 -0.0972 2.4666 -0.0694
H1 -0.5889 1.6356 -1.8531
H2 0.7736 0.7636 -0.9978
H3 -2.0075 0.6364 0.0616
H4 -1.5493 -0.4977 -1.1045
H5 -1.1460 -1.2460 1.2606
H6 0.3341 -0.3009 1.2170
H7 0.1404 2.3806 0.9050
H8 -0.9488 2.9945 -0.1637
H9 1.6003 -2.4932 0.0320
H10 2.4746 -2.3370 1.2339
O2 2.4654 -2.8767 0.4338

Record 6
Entry from the OMol25 dataset: a cluster of 2 separate species, C2H10N2O2P in total at a distorted geometry (ωB97M-V with the def2-TZVPD basis set).

Summary:
E_HOMO, eV: -13.82
Multiplicity: 1
Energy above the lowest of the compared OMol25 structures with the same formula, charge and spin, kJ/mol: 523.9
Lowest unoccupied orbital energy, eV: -3.25
Largest force on an atom, eV/Å: 6.26
Net charge: +1
Calculated total energy, hartree: -683.18478
Frontier orbital gap, eV: 10.6

Element x y z (Å)
C1 0.1390 -0.9727 2.5326
C2 -0.3115 -1.7582 -0.3170
N1 -0.3439 2.5681 -1.9977
N2 0.2399 -0.2660 -0.4033
O1 2.2783 -1.6826 0.8823
O2 -1.0857 1.7677 -1.0872
P1 0.9052 -1.4521 1.0071
H1 -0.9674 -0.5559 2.3958
H2 -0.0211 -1.9064 3.1827
H3 0.6921 -0.1077 3.0229
H4 -0.0313 -2.3917 -1.1372
H5 -1.3312 -1.7871 0.1194
H6 -0.8450 2.4668 -2.8505
H7 -0.4679 3.4664 -1.6293
H8 0.5784 2.1370 -1.9968
H9 0.9821 -0.1434 -1.1498
H10 -0.4101 0.6178 -0.5741

Question: Number 2 is which compound?
Answer: C40H34LuN9OS4

Question: The highest calculated total energy belongs to which entry?
Answer: C3H10NO2

Repeat the first record exactly.
Entry from the OMol25 dataset: a cluster of 3 separate species, C23H28Cl2FIN2O3 in total (ωB97M-V with the def2-TZVPD basis set).

Summary:
SMILES: C/C(Cl)=C(/Cl)[C@@](F)(OCI)[C@H](N=C=O)NCCCCO.c1ccccc1.c1ccccc1
E_HOMO, eV: -9.30
Multiplicity: 1
Lowest unoccupied orbital energy, eV: 0.32
Largest force on an atom, eV/Å: 0.81
Calculated total energy, hartree: -2546.33697
Frontier orbital gap, eV: 9.6

Element x y z (Å)
C1 -0.0521 -2.2540 0.2218
C2 -0.6639 -2.3975 -1.1450
Cl1 -1.7704 -3.7182 -1.2373
C3 -0.4284 -1.6570 -2.2349
Cl2 -1.1474 -2.0422 -3.7524
C4 0.5351 -0.4644 -2.3250
F1 1.5919 -0.7365 -1.5032
O1 1.1176 -0.4104 -3.6009
C5 0.5499 0.2666 -4.6712
I1 1.5255 2.1023 -5.2288
C6 -0.0561 0.8851 -1.8621
N1 1.1005 1.8032 -1.8481
C7 0.9256 3.0026 -1.9768
O2 0.8180 4.1535 -1.9811
N2 -0.6599 0.7866 -0.5563
C8 -1.8794 1.5676 -0.3030
C9 -3.2110 0.8376 -0.4963
C10 -3.8573 0.9541 -1.8885
C11 -4.4943 -0.3177 -2.4209
O3 -5.8230 -0.3598 -1.9017
H1 1.0180 -2.0767 0.1649
H2 -0.2027 -3.1789 0.7764
H3 -0.5363 -1.4514 0.7813
H4 -0.5031 0.4944 -4.5341
H5 0.6755 -0.3502 -5.5556
H6 -0.8066 1.2382 -2.5722
H7 0.0446 1.0442 0.1206
H8 -1.8872 2.4913 -0.9007
H9 -1.8179 1.8925 0.7367
H10 -3.9008 1.2763 0.2291
H11 -3.1040 -0.2127 -0.2133
H12 -4.6730 1.6788 -1.8256
H13 -3.1469 1.3424 -2.6242
H14 -3.9296 -1.1951 -2.0966
H15 -4.5043 -0.3270 -3.5158
H16 -6.1413 -1.2625 -1.9314
C12 5.9991 4.2911 0.9292
C13 4.6835 4.4086 1.3545
C14 3.6964 3.6247 0.7732
C15 4.0205 2.7244 -0.2328
C16 5.3370 2.6118 -0.6593
C17 6.3255 3.3934 -0.0783
H17 6.7707 4.8999 1.3826
H18 4.4280 5.1114 2.1371
H19 2.6695 3.7187 1.1057
H20 3.2464 2.1181 -0.6848
H21 5.5899 1.9134 -1.4467
H22 7.3517 3.3044 -0.4111
C18 -0.3409 -2.9169 4.0459
C19 0.4748 -3.6262 4.9161
C20 -0.0905 -4.4801 5.8528
C21 -1.4695 -4.6234 5.9187
C22 -2.2847 -3.9123 5.0493
C23 -1.7199 -3.0584 4.1122
H23 0.0992 -2.2519 3.3133
H24 1.5500 -3.5135 4.8644
H25 0.5442 -5.0348 6.5317
H26 -1.9095 -5.2909 6.6483
H27 -3.3600 -4.0229 5.1024
H28 -2.3554 -2.5041 3.4329